{
  "formula": "CNO2S2",
  "method": "ωB97M-V/def2-TZVPD",
  "symbols": ["C", "N", "O", "O", "S", "S"],
  "xyz": [[-1.85807, -0.06353, 0.15456], [-2.45718, 0.39731, 1.03145], [2.12107, -0.73265, 0.67906], [1.72107, 0.98787, -1.05718], [-0.79574, -0.86750, -0.95454], [1.26885, 0.27849, 0.14665]],
  "forces_ev_per_a": [[1.3, -1.1, -0.6], [-0.3, 0.3, -0.1], [1.0, -1.2, 0.1], [0.1, -0.8, 1.0], [-1.2, 0.5, 0.7], [-0.9, 2.3, -1.0]],
  "nbo_charge": [0.094, -0.487, -0.938, -0.944, -0.329, 1.604],
  "relative_energy_kcal_mol": 1.8,
  "orbital_gap_ha": 0.30365,
  "lumo_energy_ev": 3.7,
  "fmax_ev_per_a": 2.68,
  "charge": -1
}

***

{
  "formula": "C28H65N7O6P3",
  "method": "ωB97M-V/def2-TZVPD",
  "symbols": ["C", "C", "C", "O", "C", "C", "C", "C", "N", "C", "C", "C", "P", "O", "O", "C", "C", "O", "C", "C", "C", "C", "H", "H", "H", "H", "H", "H", "H", "H", "H", "H", "H", "H", "H", "H", "H", "H", "H", "H", "H", "H", "H", "H", "H", "H", "H", "H", "H", "H", "H", "O", "P", "N", "C", "C", "N", "C", "C", "N", "C", "C", "H", "H", "H", "H", "H", "H", "H", "H", "H", "H", "H", "H", "H", "H", "H", "H", "H", "H", "O", "P", "N", "C", "C", "N", "C", "C", "N", "C", "C", "H", "H", "H", "H", "H", "H", "H", "H", "H", "H", "H", "H", "H", "H", "H", "H", "H", "H"],
  "xyz": [[-3.74548, 0.13574, 3.24464], [-4.20945, 0.04024, 1.77764], [-3.15115, -0.63873, 0.93528], [-3.01525, -2.03093, 1.24381], [-2.75984, -2.82907, 0.13133], [-1.41237, -2.59718, -0.50342], [-0.39993, -1.90330, 0.15088], [0.79715, -1.67701, -0.48233], [1.06037, -2.12949, -1.71788], [2.39572, -1.85992, -2.29100], [2.39390, -1.29126, -3.72838], [1.14923, -0.47610, -4.13556], [0.73671, 0.90438, -3.03568], [-0.33098, 0.57444, -2.06865], [0.28656, 2.18372, -3.87981], [-0.48675, 1.96257, -5.07401], [-1.74491, 1.11700, -4.89075], [2.07586, 1.24538, -2.22348], [1.84978, 1.78328, -0.90087], [3.22769, 2.17372, -0.32087], [0.10675, -2.83641, -2.33791], [-1.12545, -3.07582, -1.78508], [-3.75041, -0.87966, 3.65036], [-4.40311, 0.75393, 3.85240], [-2.70949, 0.47683, 3.28262], [-5.19765, -0.41250, 1.70062], [-4.25595, 1.07456, 1.41925], [-3.28563, -0.46056, -0.13901], [-2.19775, -0.15160, 1.17830], [-2.91088, -3.88675, 0.35747], [-3.50487, -2.59158, -0.64716], [-0.56619, -1.54601, 1.15631], [1.56876, -1.13060, 0.03941], [2.95499, -2.79662, -2.27820], [2.89971, -1.15134, -1.64191], [2.62429, -2.10003, -4.42181], [3.25010, -0.61654, -3.78197], [0.31223, -1.15012, -4.30263], [1.37622, -0.04311, -5.11578], [-0.81220, 2.95259, -5.39032], [0.10335, 1.56801, -5.90436], [-1.55543, 0.05795, -5.08612], [-2.53497, 1.40879, -5.58357], [-2.16056, 1.17997, -3.88554], [1.40691, 1.05569, -0.22658], [1.21021, 2.66358, -0.92070], [3.26651, 3.20712, 0.01210], [3.99491, 1.96474, -1.06591], [3.45026, 1.53097, 0.53343], [0.32272, -3.20982, -3.33098], [-1.87085, -3.62810, -2.34133], [5.63921, -3.24001, -3.22237], [7.11404, -3.12291, -3.53040], [7.20837, -1.42587, -3.73926], [7.88416, -0.68138, -4.77682], [7.17825, -0.68266, -2.49041], [7.09016, -4.01999, -5.02644], [6.59889, -3.39873, -6.24809], [6.47009, -5.33214, -4.85387], [8.87045, -3.35220, -3.36872], [9.71810, -3.59157, -4.52119], [9.22228, -4.30182, -2.29581], [8.96608, -0.58615, -4.60022], [7.47071, 0.32893, -4.82752], [7.72812, -1.10849, -5.76336], [8.17399, -0.62446, -2.02702], [6.50176, -1.15760, -1.77517], [6.80876, 0.33235, -2.65165], [5.66685, -2.83704, -6.09983], [6.42225, -4.15621, -7.01284], [7.35118, -2.73606, -6.67742], [5.37608, -5.27535, -4.83506], [6.79446, -5.79357, -3.91692], [6.77554, -5.99822, -5.66281], [9.60010, -4.59363, -4.94312], [10.75730, -3.47395, -4.20246], [9.55270, -2.86362, -5.31244], [8.98203, -5.33692, -2.56963], [8.67242, -4.05893, -1.38186], [10.28506, -4.24356, -2.05855], [-5.42067, 2.00104, 6.24825], [-6.57825, 2.97063, 6.14890], [-5.61461, 4.39429, 6.24534], [-5.82432, 5.57588, 7.04555], [-4.92709, 4.71240, 5.00873], [-7.37965, 2.52802, 7.63036], [-6.82885, 2.94451, 8.91393], [-7.69185, 1.10021, 7.66498], [-8.00049, 3.90589, 5.59529], [-8.94588, 4.48089, 6.53148], [-8.73800, 3.22995, 4.51378], [-6.56050, 6.26785, 6.60538], [-4.88192, 6.12037, 7.14422], [-6.13039, 5.34075, 8.06154], [-5.57660, 5.26715, 4.31229], [-4.59534, 3.80009, 4.50667], [-4.03375, 5.30904, 5.20332], [-5.74403, 2.80125, 8.98212], [-7.29861, 2.38610, 9.72475], [-7.06598, 3.98985, 9.11716], [-6.81781, 0.49064, 7.91759], [-8.06314, 0.76167, 6.69295], [-8.48043, 0.90804, 8.39522], [-9.58787, 3.73454, 7.00957], [-9.58305, 5.17847, 5.98035], [-8.45459, 5.05990, 7.30960], [-9.29251, 2.35483, 4.87847], [-8.04333, 2.88956, 3.73980], [-9.44325, 3.91291, 4.03737]],
  "forces_ev_per_a": [[-0.3, -1.0, -0.4], [0.6, 0.7, 0.6], [0.3, 0.4, 0.0], [0.0, -0.2, 0.1], [-0.5, 0.6, -0.7], [0.3, -0.2, 0.0], [-0.3, -0.2, -0.1], [-0.1, 0.1, 0.5], [-0.2, 0.2, 0.9], [0.3, -0.2, -0.7], [0.1, 0.3, 0.5], [1.1, 0.0, -0.7], [-1.5, -0.1, 1.3], [-0.1, -0.6, 0.0], [1.1, -0.8, -0.4], [-1.2, 0.6, -0.6], [-0.1, -0.6, 0.2], [-0.5, 0.1, -0.8], [1.2, 0.9, 0.9], [-0.3, -0.7, -0.1], [-0.2, -0.4, -0.9], [0.0, 0.2, 0.4], [0.0, 0.1, 0.3], [0.1, 0.1, 0.1], [-0.1, 0.3, 0.1], [0.1, -0.1, -0.1], [-0.3, -0.1, -0.3], [-0.3, -0.3, 0.0], [-0.1, 0.1, -0.1], [0.2, 0.1, 0.3], [0.1, -0.1, 0.0], [0.1, 0.0, 0.0], [0.2, 0.0, -0.3], [0.1, 0.1, 0.1], [-0.2, -0.1, 0.2], [-0.4, 0.1, -0.2], [0.1, -0.2, 0.1], [-0.4, 0.4, 0.3], [0.0, -0.1, 0.0], [0.3, 0.1, 0.2], [0.3, 0.0, 0.3], [0.0, 0.0, 0.1], [0.2, 0.2, -0.1], [0.1, 0.2, 0.0], [-0.4, -0.2, -0.4], [-0.2, -0.2, -0.3], [0.1, 0.0, -0.1], [0.0, 0.3, 0.0], [0.1, 0.1, 0.0], [0.3, 0.0, 0.1], [0.1, 0.0, -0.1], [1.1, -1.0, 3.2], [-0.2, 1.9, -6.1], [-0.8, 0.2, -0.2], [0.6, -0.2, -0.1], [0.0, -0.3, 0.3], [0.2, 0.2, -0.6], [0.1, 0.3, 0.0], [0.1, 0.0, 0.3], [-0.8, -1.1, 3.3], [-0.2, -0.1, -0.7], [-0.1, 0.1, 0.2], [0.0, 0.0, 0.0], [0.0, 0.0, 0.2], [0.1, -0.1, 0.1], [0.0, 0.1, 0.0], [0.0, 0.0, 0.0], [0.1, 0.0, -0.1], [0.0, 0.0, -0.1], [-0.1, -0.1, 0.2], [-0.1, 0.0, 0.0], [0.0, 0.0, 0.1], [0.0, 0.0, 0.0], [0.0, 0.1, -0.1], [0.0, 0.0, 0.0], [-0.1, 0.1, 0.2], [-0.2, 0.0, 0.0], [0.1, 0.0, 0.0], [0.0, 0.0, 0.0], [0.0, 0.0, -0.1], [-1.3, -1.1, -3.4], [1.1, 3.1, 6.0], [0.7, 0.0, 0.6], [-0.6, 0.2, -0.1], [-0.2, -0.3, -0.3], [-0.3, 0.3, 0.4], [0.2, 0.3, 0.0], [0.0, -0.1, -0.3], [0.0, -1.9, -3.2], [0.0, -0.2, 0.7], [0.2, 0.0, -0.1], [0.0, 0.0, 0.0], [0.1, -0.1, -0.2], [-0.1, -0.1, -0.1], [0.1, 0.1, 0.0], [0.0, 0.0, 0.1], [-0.1, 0.0, 0.1], [0.0, 0.0, 0.1], [0.0, -0.2, -0.1], [0.1, 0.0, 0.0], [0.0, 0.0, -0.1], [0.0, 0.0, 0.0], [0.0, 0.1, 0.0], [0.0, 0.0, 0.0], [0.1, 0.0, -0.2], [0.1, -0.1, 0.0], [-0.1, 0.0, -0.1], [0.0, 0.0, 0.0], [0.0, 0.0, 0.1]],
  "mulliken_charge": [-1.056, -0.537, -0.329, -0.369, -1.095, 0.757, -0.905, -0.058, 0.481, -1.173, -1.036, -0.719, 0.996, -0.618, -0.503, -0.331, -0.966, -0.401, 0.113, -1.263, -0.086, -1.167, 0.312, 0.229, 0.322, 0.301, 0.309, 0.376, 0.243, 0.404, 0.512, 0.726, 0.648, 0.708, 0.124, 0.537, 0.412, 0.470, 0.529, 0.408, 0.250, 0.250, 0.423, 0.267, -0.019, 0.468, 0.347, 0.275, 0.340, 0.548, 0.502, -0.659, 0.604, 0.381, -0.894, -1.243, 0.168, -0.996, -1.052, -0.022, -0.849, -0.991, 0.327, 0.353, 0.147, 0.259, 0.364, 0.362, 0.231, 0.365, 0.279, 0.249, 0.346, 0.356, 0.298, 0.392, 0.253, 0.330, 0.321, 0.361, -0.857, 0.803, 0.149, -0.903, -1.014, 0.189, -1.087, -1.117, 0.024, -0.862, -1.030, 0.327, 0.373, 0.165, 0.318, 0.214, 0.360, 0.317, 0.383, 0.284, 0.335, 0.339, 0.355, 0.298, 0.389, 0.252, 0.340, 0.303, 0.364],
  "orbital_gap_ha": 0.22037,
  "lumo_energy_ev": -3.3,
  "fmax_ev_per_a": 6.80,
  "charge": 1
}

***

{
  "formula": "C4H7N4S2",
  "method": "ωB97M-V/def2-TZVPD",
  "symbols": ["H", "N", "C", "N", "C", "N", "N", "C", "C", "S", "S", "H", "H", "H", "H", "H", "H"],
  "xyz": [[-1.46288, -0.14470, 2.55357], [-1.00001, -0.48860, 1.74204], [-1.43092, -0.50586, 0.59715], [-0.74839, -1.32537, -0.31344], [0.55080, -1.04568, -0.51460], [1.34494, -2.01517, -0.96236], [0.94798, 0.21458, -0.47154], [0.16968, 1.43108, -0.36642], [0.40045, 2.40290, 0.53868], [-1.14765, 1.56029, -1.55401], [-2.68508, 0.54245, -0.30534], [-1.06338, -2.28756, -0.30983], [1.42397, -2.81083, -0.43621], [2.21104, -1.74123, -1.37859], [1.82412, 0.52813, -0.83835], [-0.20928, 3.27049, 0.46367], [0.87460, 2.41506, 1.55558]],
  "forces_ev_per_a": [[-0.5, 1.2, 0.2], [0.4, -1.5, 1.3], [-2.1, 1.9, -1.0], [1.6, -0.5, -0.3], [-1.2, 0.2, -1.0], [0.5, 1.8, -1.3], [0.3, 1.4, 0.3], [-0.5, 0.7, 0.7], [-0.5, -1.1, 0.9], [-0.7, -0.9, 0.8], [1.3, 0.1, 0.4], [0.2, -0.1, -0.3], [-0.1, -2.6, 1.4], [0.4, 0.2, -0.2], [1.0, -0.9, 0.1], [-0.5, 0.6, -0.5], [0.5, -0.7, -1.5]],
  "nbo_charge": [0.405, -0.591, 0.307, -0.612, 0.712, -0.748, -0.591, -0.095, -0.294, 0.196, 0.119, 0.444, 0.417, 0.412, 0.439, 0.234, 0.247],
  "relative_energy_kcal_mol": 34.9,
  "smiles": "[H]/N=C1/NC(=[NH2+])NC(=C)SS1",
  "orbital_gap_ha": 0.30514,
  "lumo_energy_ev": -4.3,
  "fmax_ev_per_a": 2.98,
  "charge": 1
}

***

{
  "formula": "C5H11N2",
  "method": "ωB97M-V/def2-TZVPD",
  "symbols": ["C", "C", "C", "C", "C", "N", "N", "H", "H", "H", "H", "H", "H", "H", "H", "H", "H", "H"],
  "xyz": [[1.28983, -1.97054, -0.33452], [1.65232, 0.47203, -2.78074], [0.95546, -0.80731, -0.85928], [-1.19777, 1.00269, -0.00521], [-0.73019, -0.48952, 1.72852], [0.91725, 0.00504, -1.85818], [-0.16742, 0.27545, 0.65706], [1.31618, -2.09552, 0.73628], [1.51121, -2.83587, -0.90361], [1.64937, 1.58979, -3.11614], [2.29054, -0.23797, -3.34614], [-1.75948, 0.39316, -0.69531], [-1.98414, 1.36386, 0.66521], [-0.94055, 1.89959, -0.42868], [-1.36296, 0.20920, 2.34311], [-1.42742, -1.27743, 1.35432], [-0.02316, -0.86670, 2.37577], [0.52302, 0.88987, 1.02518]],
  "forces_ev_per_a": [[-0.7, 1.5, 0.9], [0.1, 0.7, -1.2], [-0.9, 0.2, -0.6], [-2.3, -0.6, 0.4], [-3.1, 0.4, 0.1], [0.7, 0.3, 1.5], [1.0, -0.9, -1.0], [-0.4, -0.1, 0.1], [0.6, -0.4, -0.9], [-0.3, -2.1, 0.8], [-0.2, 0.6, 0.2], [0.2, -0.4, -0.5], [0.2, -0.4, 0.6], [1.4, 1.8, -1.6], [0.5, -0.7, -0.4], [0.7, 0.5, 0.2], [1.7, -1.1, 1.2], [0.6, 0.6, 0.3]],
  "nbo_charge": [-0.402, 0.125, 0.448, -0.446, -0.427, -0.453, -0.491, 0.251, 0.265, 0.225, 0.197, 0.219, 0.221, 0.225, 0.213, 0.223, 0.215, 0.394],
  "relative_energy_kcal_mol": 96.8,
  "orbital_gap_ha": [0.31792, 0.31794],
  "lumo_energy_ev": [-5.3, -5.3],
  "fmax_ev_per_a": 3.14,
  "charge": 1
}